Entry 1:
{
  "formula": "CH11NO3",
  "method": "ωB97M-V/def2-TZVPD",
  "charge": 0,
  "lumo_energy_ev": 0.9,
  "e_above_lowest_kcal_mol": 8.1,
  "symbols": ["C", "N", "H", "H", "H", "H", "H", "O", "H", "H", "O", "H", "H", "O", "H", "H"],
  "coordinates": [[-0.20, 0.57, -1.81], [0.95, 0.14, -1.00], [0.01, 1.58, -2.30], [-0.29, -0.02, -2.70], [-1.06, 0.63, -1.12], [1.07, 0.71, -0.17], [1.83, 0.25, -1.49], [-0.84, -0.64, 2.23], [-0.54, -1.20, 1.48], [-1.62, -1.04, 2.63], [0.18, 1.87, 1.29], [-0.09, 2.47, 1.99], [-0.28, 1.05, 1.57], [-0.05, -2.08, 0.06], [0.41, -1.43, -0.57], [0.51, -2.85, -0.08]],
  "lowdin_charge": [-0.16, -0.08, 0.09, 0.06, 0.08, 0.05, 0.09, -0.08, -0.01, 0.05, -0.08, 0.04, 0.00, -0.11, 0.02, 0.05]
}

Entry 2:
{
  "formula": "CH11NO4",
  "method": "ωB97M-V/def2-TZVPD",
  "charge": 0,
  "lumo_energy_ev": 0.5,
  "e_above_lowest_kcal_mol": 35.7,
  "symbols": ["C", "N", "H", "H", "H", "O", "H", "H", "O", "H", "H", "O", "H", "H", "O", "H", "H"],
  "coordinates": [[0.70, 0.08, 2.88], [0.28, 0.39, 1.73], [-0.10, -0.02, 3.60], [1.77, 0.09, 3.14], [0.86, 0.51, 0.90], [0.55, -0.59, -0.97], [-0.40, -0.70, -0.85], [0.74, 0.13, -1.58], [-0.62, 0.84, -2.66], [-1.20, 1.41, -2.15], [-1.13, 0.65, -3.46], [2.32, -1.89, 0.97], [1.56, -1.51, 0.50], [2.96, -2.09, 0.28], [-2.94, 1.20, -0.97], [-2.17, 1.46, -0.45], [-3.27, 0.42, -0.51]],
  "lowdin_charge": [-0.13, 0.00, 0.06, 0.07, 0.01, -0.08, 0.04, 0.03, -0.06, 0.02, 0.07, -0.08, -0.02, 0.03, -0.05, 0.04, 0.05]
}

Entry 3:
{
  "formula": "CH11NO5",
  "method": "ωB97M-V/def2-TZVPD",
  "charge": 0,
  "lumo_energy_ev": 0.2,
  "e_above_lowest_kcal_mol": 21.9,
  "symbols": ["N", "C", "O", "H", "H", "H", "O", "H", "H", "O", "H", "H", "O", "H", "H", "O", "H", "H"],
  "coordinates": [[-1.91, -1.85, -0.16], [-1.04, -2.57, -0.88], [0.07, -2.93, -0.51], [-2.87, -1.83, -0.45], [-1.72, -1.40, 0.72], [-1.42, -2.97, -1.83], [1.69, 0.35, 1.20], [1.25, 1.20, 1.08], [0.97, -0.28, 1.04], [0.85, 3.02, 1.74], [0.14, 3.44, 2.24], [1.51, 3.71, 1.63], [-1.58, 1.05, 0.65], [-1.11, 1.86, 0.73], [-2.03, 1.11, -0.19], [2.54, -0.50, -2.64], [1.64, -0.35, -2.34], [3.02, -1.06, -2.03]],
  "lowdin_charge": [0.12, -0.42, 0.00, 0.09, 0.09, 0.12, -0.07, -0.02, 0.01, -0.04, 0.05, 0.06, -0.04, 0.00, 0.04, -0.06, 0.02, 0.03]
}

Entry 4:
{
  "formula": "CH11O5",
  "method": "ωB97M-V/def2-TZVPD",
  "charge": 0,
  "multiplicity": 2,
  "lumo_energy_ev": [0.2, -4.5],
  "s2": 0.76,
  "e_above_lowest_kcal_mol": 23.6,
  "symbols": ["C", "O", "H", "H", "H", "H", "H", "O", "H", "H", "O", "H", "H", "O", "H", "H", "O"],
  "coordinates": [[-0.48, 0.13, -1.76], [0.15, 0.46, -0.50], [-1.55, 0.13, -1.62], [-0.18, -0.88, -2.06], [-0.20, 0.88, -2.49], [0.01, -1.84, 0.13], [0.35, -2.43, 1.51], [0.58, -2.47, 0.58], [-0.51, 0.04, 0.27], [-1.89, 0.10, 1.43], [-1.57, -0.48, 0.72], [2.51, -1.20, 0.41], [1.75, -0.09, -0.25], [2.63, -0.29, 0.11], [-0.47, 2.62, 0.04], [-1.59, 1.89, 0.76], [-1.24, 2.77, 0.59]],
  "lowdin_spin": [0.02, 0.37, 0.01, 0.00, 0.01, 0.00, 0.00, 0.00, 0.03, 0.01, 0.54, 0.00, 0.00, 0.01, 0.00, 0.00, 0.00]
}

Entry 5:
{
  "formula": "CH12BN2O2PSb",
  "method": "ωB97M-V/def2-TZVPD",
  "charge": -1,
  "lumo_energy_ev": 3.3,
  "symbols": ["N", "C", "Sb", "P", "O", "B", "N", "O", "H", "H", "H", "H", "H", "H", "H", "H", "H", "H", "H", "H"],
  "coordinates": [[1.82, -0.95, 0.61], [0.80, -1.63, -0.22], [-0.55, -0.09, -1.14], [-2.41, -0.43, 0.64], [-3.52, -1.37, 0.28], [0.37, 1.53, 0.19], [1.20, 2.57, -0.36], [0.11, 1.62, 1.53], [1.62, -1.06, 1.59], [2.75, -1.30, 0.43], [0.27, -2.39, 0.34], [1.31, -2.09, -1.05], [-1.31, -1.41, -2.03], [-1.65, 1.07, -1.93], [0.68, 0.17, -2.41], [-1.91, -0.73, 1.96], [-2.98, 0.86, 0.88], [1.37, 2.36, -1.34], [2.09, 2.54, 0.11], [-0.05, 0.74, 1.91]],
  "lowdin_charge": [-0.10, -0.48, 0.72, 0.40, -0.64, -0.84, 0.10, 0.03, 0.05, 0.04, 0.02, 0.02, -0.09, -0.11, -0.10, -0.08, -0.06, 0.03, 0.06, 0.04]
}

Entry 6:
{
  "formula": "CH12N2O3",
  "method": "ωB97M-V/def2-TZVPD",
  "charge": -1,
  "multiplicity": 2,
  "lumo_energy_ev": [3.7, 3.5],
  "s2": 0.75,
  "e_above_lowest_kcal_mol": 6.5,
  "symbols": ["N", "C", "N", "H", "H", "H", "H", "H", "H", "H", "H", "O", "H", "H", "O", "H", "H", "O"],
  "coordinates": [[-1.70, -0.27, 0.74], [-1.28, 1.06, 1.24], [-0.06, 1.08, 1.96], [-0.88, -0.85, 0.55], [-2.09, -0.75, 1.54], [-1.10, 1.72, 0.27], [-2.10, 1.45, 1.84], [0.00, 1.34, 2.92], [0.74, 1.36, 1.41], [1.39, 0.62, -1.34], [2.51, 0.08, -0.65], [2.09, 0.97, -0.76], [-0.56, 0.83, -3.21], [-0.28, -0.53, -2.56], [0.07, 0.10, -3.22], [0.93, -2.91, 1.19], [-0.12, -3.12, 0.09], [0.56, -2.50, 0.40]],
  "lowdin_spin": [0.04, 0.03, 0.02, 0.03, 0.03, 0.01, 0.00, 0.00, 0.01, 0.02, 0.03, 0.06, 0.02, 0.05, 0.08, 0.10, 0.11, 0.35]
}

Entry 7:
{
  "formula": "CH12N2O3",
  "method": "ωB97M-V/def2-TZVPD",
  "charge": 0,
  "lumo_energy_ev": 0.6,
  "e_above_lowest_kcal_mol": 7.1,
  "symbols": ["N", "C", "N", "H", "H", "H", "H", "H", "H", "O", "H", "H", "O", "H", "H", "O", "H", "H"],
  "coordinates": [[-1.01, -0.70, 0.32], [0.14, -0.86, 1.19], [0.32, 0.15, 2.22], [-1.08, 0.28, 0.05], [-1.90, -0.84, 0.79], [1.02, -0.85, 0.54], [0.12, -1.88, 1.57], [1.18, 0.67, 2.11], [-0.43, 0.82, 2.17], [1.17, 1.06, -1.55], [1.09, 1.12, -2.50], [1.77, 0.34, -1.33], [0.04, -2.45, -1.79], [-0.37, -1.87, -1.12], [-0.28, -3.34, -1.66], [-0.64, 2.59, 0.20], [-1.35, 2.72, -0.45], [-0.03, 2.00, -0.29]],
  "lowdin_charge": [-0.01, -0.37, 0.01, 0.04, 0.08, 0.09, 0.10, 0.06, 0.05, -0.04, 0.06, 0.05, -0.10, -0.02, 0.03, -0.07, 0.04, -0.02]
}

Entry 8:
{
  "formula": "CH12NO3",
  "method": "ωB97M-V/def2-TZVPD",
  "charge": 1,
  "lumo_energy_ev": -3.0,
  "e_above_lowest_kcal_mol": 10.9,
  "symbols": ["C", "N", "H", "H", "H", "H", "H", "H", "H", "H", "O", "H", "H", "O", "H", "H", "O"],
  "coordinates": [[1.15, 1.48, 0.73], [0.24, 0.38, 0.21], [1.41, 2.06, -0.15], [2.05, 0.92, 0.98], [0.74, 2.04, 1.56], [-0.02, -0.18, 1.04], [-0.63, 0.72, -0.25], [0.70, -0.23, -0.47], [2.17, -0.66, -2.46], [1.83, -1.95, -1.66], [1.47, -1.11, -1.99], [-2.80, 0.95, -0.71], [-2.61, 0.08, -1.86], [-2.10, 0.74, -1.35], [-1.33, -1.75, 2.30], [-0.37, -0.92, 3.31], [-0.57, -1.19, 2.42]],
  "lowdin_charge": [0.00, 0.11, 0.10, 0.10, 0.10, 0.09, 0.10, 0.10, 0.06, 0.07, -0.03, 0.07, 0.08, -0.05, 0.07, 0.07, -0.02]
}

Entry 9:
{
  "formula": "CH12O4S",
  "method": "ωB97M-V/def2-TZVPD",
  "charge": 0,
  "lumo_energy_ev": 0.2,
  "e_above_lowest_kcal_mol": 29.2,
  "symbols": ["C", "S", "H", "H", "H", "H", "O", "H", "H", "O", "H", "H", "O", "H", "H", "O", "H", "H"],
  "coordinates": [[-1.42, -1.08, -1.71], [-0.32, -2.46, -1.27], [-0.99, -0.61, -2.60], [-2.34, -1.74, -2.01], [-1.73, -0.31, -1.01], [0.95, -1.81, -1.47], [0.93, 0.97, 1.92], [0.98, 0.00, 1.77], [1.72, 1.37, 1.54], [-1.07, 1.70, 0.30], [-0.47, 1.34, 1.01], [-1.89, 1.55, 0.56], [1.34, 2.95, -0.67], [0.49, 2.92, -0.25], [1.28, 1.90, -0.75], [0.75, -1.96, 1.80], [1.59, -2.28, 1.71], [0.18, -2.44, 1.12]],
  "lowdin_charge": [-0.48, 0.63, 0.03, 0.05, 0.00, -0.08, -0.06, 0.04, 0.05, -0.03, 0.02, -0.05, -0.10, -0.04, 0.09, -0.07, -0.01, 0.00]
}

Entry 10:
{
  "formula": "CH12O5",
  "method": "ωB97M-V/def2-TZVPD",
  "charge": 0,
  "lumo_energy_ev": 0.2,
  "e_above_lowest_kcal_mol": 39.9,
  "symbols": ["C", "O", "H", "H", "H", "H", "O", "H", "H", "O", "H", "H", "O", "H", "H", "O", "H", "H"],
  "coordinates": [[-0.21, 1.92, 0.87], [1.04, 2.29, 1.56], [-0.90, 2.73, 1.17], [0.15, 1.73, -0.15], [-0.62, 1.12, 1.44], [1.06, 2.08, 2.50], [0.87, -2.41, 1.99], [0.18, -2.84, 1.48], [0.91, -1.48, 1.72], [0.69, 1.70, -2.42], [0.35, 0.90, -2.01], [0.01, 2.37, -2.28], [-2.26, -1.47, -1.40], [-2.58, -2.28, -0.98], [-2.93, -0.83, -1.14], [1.40, -1.76, -0.43], [2.05, -2.36, -0.80], [0.81, -1.41, -1.11]],
  "lowdin_charge": [-0.11, -0.15, 0.08, 0.05, 0.06, 0.07, -0.08, 0.02, 0.01, -0.06, 0.01, 0.04, -0.06, 0.04, 0.04, -0.05, 0.05, 0.03]
}

Computed values of total energy (unit: Ha) for the preceding records, in sequence: -325.16705 -400.36468 -475.65315 -420.75436 -911.69438 -380.47207 -380.51916 -325.54835 -744.39607 -421.43223.
Computed values of M (unit: Da) for the preceding records, in sequence: 85.1 101.1 117.1 103.1 247.7 100.1 100.1 86.1 120.2 104.1.